Here is 15 unconnected molecules or ions with the total composition C70H180N10O29 at a distorted geometry from OMol25. Energies are from wB97M-V/def2-TZVPD.

```
289
Properties=species:S:1:pos:R:3:forces:R:3:lowdin_charge:R:1
O 4.2221 4.3007 4.4728 0.86 -0.67 -0.21 -0.19
O 6.1530 -3.8991 -3.2583 -0.11 0.92 -1.33 -0.19
O -2.3048 -2.2116 2.1764 -0.23 -0.29 1.82 -0.18
O 3.1356 4.3470 -2.9911 1.25 -1.00 0.46 -0.07
O 4.9670 1.4022 0.4200 0.76 -0.53 -0.58 -0.20
O -0.6588 1.0095 -7.1689 0.52 -0.36 -1.25 -0.20
O 2.1958 -6.8445 -4.4727 0.35 1.65 -0.39 -0.20
O -0.3441 -4.1362 -1.3852 -0.25 -0.71 -0.21 -0.23
O 0.1651 4.1314 3.2753 0.23 1.92 -0.63 -0.19
O 2.4943 -2.6747 -5.9474 -1.06 -0.22 0.82 -0.19
O -5.1856 -4.4961 -2.3732 -0.27 -0.38 0.92 -0.18
O -1.0671 -5.5452 -4.9928 0.39 -0.27 0.92 -0.20
O -4.9021 -5.3871 11.4871 -0.24 -0.63 0.70 -0.19
O 2.8323 -2.1044 -1.0196 0.01 -0.28 0.79 -0.16
O -3.3701 5.7006 7.5458 -0.09 -0.38 -0.70 -0.04
O -2.8974 1.8121 4.1128 -0.05 0.65 0.26 -0.20
O -5.7027 4.5336 6.2628 -1.03 0.29 0.51 -0.07
O -4.3097 3.6956 -0.5023 -0.51 -0.72 -0.67 -0.12
O -6.3851 0.2511 1.6567 -0.24 0.83 1.38 -0.19
O 2.9110 2.2358 6.6876 0.18 -0.87 -0.01 -0.08
O 7.8105 2.9757 -2.2394 -0.03 0.02 -0.48 -0.23
O -1.2423 -0.0831 -1.6121 0.18 -0.20 0.90 -0.18
O -0.2763 4.2646 -3.2629 -0.66 0.29 0.07 -0.08
O 2.0610 -0.2924 4.1750 -0.36 0.02 0.34 -0.09
O 3.4453 1.6138 -3.6448 -0.27 -0.42 0.66 -0.18
O -1.0344 -0.5326 9.4340 0.10 -0.88 0.35 -0.20
O -1.5864 7.0020 -3.2329 -0.31 -0.58 0.02 -0.06
O -4.9658 1.6196 -4.0022 -0.67 -0.35 0.30 -0.18
O 1.1728 3.9636 -0.8696 -0.77 -0.50 -1.56 -0.09
N -4.1773 -0.9439 0.4818 -0.01 -0.61 1.65 -0.06
N -3.0956 0.4150 -5.8568 -1.13 -1.52 0.02 -0.03
N 2.8339 -0.2066 1.3889 0.70 -0.20 0.07 -0.06
N 1.6461 4.5723 5.6304 1.46 0.79 -1.18 -0.06
N 5.1485 -1.8514 -5.2549 0.46 -1.45 -0.72 -0.04
N -2.7532 -2.5833 10.4358 0.19 -0.63 -0.35 -0.07
N 6.2984 1.0353 -4.0179 -0.46 -1.29 -0.48 -0.04
N 1.5879 -6.1643 -1.7540 0.76 0.07 0.23 -0.03
N -3.5033 -4.0996 -4.5923 1.31 -0.23 -0.31 -0.03
N -2.4853 1.6357 0.4029 0.58 0.66 -0.27 -0.04
C 5.5419 3.8238 4.4956 -0.19 -2.61 -1.25 -0.11
C 1.7980 -1.0411 0.8553 -0.97 -0.60 -0.12 -0.19
C 2.3439 1.0522 6.1244 0.14 -0.15 0.76 -0.24
C 1.2104 -2.3446 -5.3760 -0.05 0.30 -0.46 -0.09
C -6.3429 -4.9301 -1.7018 -0.19 0.71 0.46 -0.11
C -4.3567 4.2716 5.9360 -0.80 0.77 -0.43 -0.27
C -2.0641 -2.1396 0.8278 0.14 0.56 -1.52 -0.25
C 2.7674 0.8210 4.7075 0.40 -0.39 -0.88 -0.27
C -2.0233 5.8724 -2.4563 0.81 -0.11 0.16 -0.22
C 3.1452 -1.5896 -6.5933 -0.97 0.93 1.82 -0.22
C 0.2841 5.0551 5.3959 -0.09 -1.04 0.84 -0.20
C -2.1609 1.9450 1.7757 0.57 -0.39 1.18 -0.20
C -3.9501 4.8102 0.2398 -0.12 0.34 1.19 -0.33
C -3.4016 -2.0868 0.0797 1.93 -0.06 -0.16 -0.19
C 7.6698 1.3995 -4.1237 1.18 1.95 0.57 -0.23
C -0.5232 -1.8297 9.7702 -0.75 0.07 0.85 -0.20
C 3.0630 -7.2012 -3.3877 0.19 0.38 -1.17 -0.23
C 6.4876 -4.0706 -1.9200 -0.59 -1.34 0.70 -0.13
C 2.2469 -7.3971 -2.1574 -0.34 0.24 0.15 -0.21
C 2.5991 -2.6613 -2.2781 0.24 0.34 -0.55 -0.10
C 4.0716 5.1409 5.5766 -1.60 -0.14 -0.29 -0.25
C 5.6184 1.0042 -2.7256 0.50 0.67 0.52 -0.19
C 1.7375 -1.3074 -0.6558 -0.06 0.34 1.47 -0.21
C 0.2416 4.3536 1.8559 -1.71 -0.54 0.87 -0.10
C 3.5211 4.2039 -1.6165 -0.82 0.02 0.34 -0.22
C -0.0584 5.4027 3.9671 -0.25 -0.78 -0.09 -0.19
C -1.5893 -2.9618 9.6281 0.56 2.22 -0.02 -0.20
C -2.2913 -3.5539 -5.2445 -0.77 0.42 0.28 -0.21
C 2.0813 1.2836 -3.4415 -0.15 0.39 -0.41 -0.10
C 2.7007 1.2222 1.1092 0.73 -0.61 0.49 -0.17
C -0.7375 -6.8294 -5.4986 -1.17 0.70 -1.08 -0.09
C -1.5779 -4.6306 -5.9483 0.96 -1.45 -0.57 -0.23
C -3.4112 4.3539 7.0755 1.27 -0.20 -0.59 -0.25
C 2.3637 4.6647 -0.7561 0.57 0.24 1.68 -0.28
C -0.9161 1.7346 -8.3642 -0.65 0.62 0.83 -0.10
C 0.2440 -4.8745 -0.3093 -1.26 2.35 1.04 -0.25
C 6.2843 1.8857 0.6415 0.01 0.10 1.16 -0.09
C 7.9825 2.8536 -3.6641 -0.61 -1.64 0.86 -0.18
C -4.5865 0.2889 -5.9406 1.13 1.75 -0.53 -0.17
C -6.9925 1.4775 2.1142 -0.73 -0.74 0.22 -0.08
C -1.8883 1.0870 4.8227 -0.92 -0.71 -0.99 -0.08
C -4.2461 -3.0397 -3.9926 -0.75 0.34 0.86 -0.23
C -2.5629 1.7278 -5.8518 0.47 1.18 1.39 -0.25
C -1.4570 -0.8886 -2.7009 0.46 -1.11 -1.15 -0.12
C -4.4331 4.7824 1.7291 0.78 1.67 -1.07 -0.06
C 2.6621 5.6600 5.4491 -0.40 1.22 1.01 -0.18
C -5.5303 -3.5746 -3.3282 0.61 1.08 -2.12 -0.25
C 6.5002 -2.4818 -5.2726 -1.81 0.41 1.73 -0.19
C -1.6343 -4.6478 -1.8021 1.03 -0.15 1.14 -0.06
C -3.8167 -3.5670 10.3004 -0.59 -0.31 -0.79 -0.21
C 4.1725 0.6264 -2.9239 0.68 -0.94 -0.97 -0.22
C -3.7646 -4.5759 11.4396 0.31 0.15 -0.15 -0.27
C -5.3410 0.4099 -4.6115 1.40 -1.59 -0.74 -0.23
C -1.0569 1.6764 -6.0071 0.17 0.93 -0.36 -0.23
C -1.1349 -0.2994 8.0490 0.21 0.75 0.01 -0.12
C -1.1388 -2.2078 2.9932 0.54 -0.02 -0.96 -0.07
C -1.3112 1.9415 -0.4556 -0.87 0.41 0.23 -0.16
C 6.9311 -2.8894 -3.8668 0.94 0.61 -0.14 -0.23
C -1.6840 4.6041 -3.2206 1.02 0.56 0.19 -0.19
C -3.1516 1.3598 2.7858 0.55 -0.67 0.37 -0.19
C 4.5952 -1.8514 -6.6388 0.77 -1.80 0.73 -0.20
C -6.2361 0.2897 0.2776 0.82 -0.02 -1.38 -0.25
C 0.8248 -6.1934 -0.5422 -0.06 -1.73 0.89 -0.25
C -4.7359 -6.5309 12.3759 -0.32 1.91 -0.85 -0.07
C 2.4209 -5.4738 -5.0019 -0.26 -1.54 0.79 -0.05
C 8.1950 4.2475 -1.7795 -0.60 0.45 -0.30 -0.12
C 4.0486 1.8429 1.3883 0.00 1.10 0.14 -0.23
C -5.4137 -0.9530 -0.2120 -2.34 1.52 0.15 -0.20
C -1.4748 1.2679 -1.8159 0.11 1.65 0.35 -0.21
C -5.7753 1.9460 -2.8775 -0.43 1.69 -0.86 -0.08
H -1.9943 1.7474 -8.5575 -0.05 0.09 -0.12 0.08
H 7.5054 -4.4746 -1.7753 -0.10 0.45 -0.10 0.09
H -2.4316 -0.7472 -3.1381 -0.62 0.21 -0.22 0.07
H 2.5047 6.5221 6.1578 -0.10 -1.01 -0.34 0.14
H -5.6720 1.2262 0.0251 -0.41 -0.61 -0.12 0.11
H 0.8519 4.0534 -1.8049 0.06 -0.18 0.84 0.07
H -5.6610 -7.0715 12.2821 -0.30 -0.26 0.34 0.08
H -6.0373 -2.6935 -2.8938 -0.28 -0.37 -0.07 0.11
H -4.1643 1.5971 2.4725 -0.26 0.32 0.34 0.11
H -0.5401 1.1385 -5.2213 -0.32 -0.06 0.49 0.10
H 1.5005 1.9586 -4.0436 -0.35 0.33 -0.31 0.08
H 4.6127 -2.5307 -4.7185 -0.51 0.23 -0.04 0.09
H -3.6382 -2.5024 -3.2196 -0.49 -0.11 -0.36 0.10
H -1.3093 7.6740 -2.6149 0.08 0.35 0.08 0.08
H -4.0426 5.0544 5.2289 0.23 -0.42 -0.25 0.12
H -2.5914 -2.7947 -5.9633 -0.18 0.09 -0.17 0.12
H 1.7976 -0.3604 -1.1491 -0.04 0.80 -0.67 0.08
H 2.4201 3.0310 6.4455 -0.45 0.14 -0.10 0.02
H 4.1585 -0.3106 -3.5402 -0.09 0.51 0.55 0.11
H -0.2084 -1.8031 10.8223 -0.62 0.31 0.01 0.12
H -1.8234 -0.9806 7.5243 0.39 -0.03 0.10 0.09
H -0.6185 -7.5662 -4.7402 -0.08 -0.18 1.00 0.08
H 2.5187 1.7364 4.1920 -0.12 0.51 -0.62 0.10
H -0.1295 -0.2384 7.5986 -0.31 -0.48 -0.14 0.08
H -0.3579 1.6438 0.0466 -0.46 -0.10 -0.49 0.11
H -0.7342 -0.7312 -3.5231 0.03 0.17 0.19 0.09
H -2.4134 -4.5219 -1.0252 0.33 0.28 -0.24 0.09
H 0.4321 -2.0057 9.3093 0.26 -0.34 -1.11 0.11
H -4.7476 -0.6078 -6.5137 -0.53 -0.70 0.34 0.10
H 0.7635 -1.7407 -0.9248 0.21 -0.25 0.09 0.11
H -0.7120 1.7429 -2.4531 -0.09 -0.34 -0.37 0.11
H 9.2598 4.3467 -1.7214 0.93 0.04 -0.19 0.07
H 0.8630 -0.6236 1.2222 -0.45 0.52 -0.46 0.10
H 7.8311 4.3882 -0.7715 -0.32 -0.09 0.25 0.07
H 3.7899 3.1628 -1.3545 -0.27 0.19 -0.31 0.11
H 2.4469 1.4854 0.0871 -0.33 -0.14 -0.40 0.10
H 1.9031 3.9619 4.8388 -0.55 0.00 0.36 0.09
H -6.4048 0.2111 -4.8169 -0.07 0.77 0.25 0.13
H 2.3161 -4.7120 -4.2355 0.26 -0.12 0.44 0.06
H -2.8744 -5.2010 11.3532 0.30 -0.20 -0.41 0.11
H 6.2869 0.0628 -4.3447 -0.70 0.43 -0.25 0.07
H 5.7981 -4.8740 -1.6338 0.19 0.19 0.52 0.09
H -5.2585 -0.8671 -1.3006 0.10 0.10 0.26 0.10
H 0.7372 -3.2240 -4.9546 0.27 -0.45 -0.17 0.06
H -4.9258 1.0957 -6.6137 -0.28 0.05 0.15 0.12
H -1.8485 -4.0729 -2.6888 -0.28 -0.24 -0.17 0.05
H 0.5047 -1.9059 -6.0932 0.25 -0.15 -0.37 0.10
H -6.4499 2.3850 1.8438 0.15 -0.18 -0.36 0.07
H -0.7484 -4.3241 -6.6117 -0.33 0.33 0.16 0.13
H -6.0063 -5.3846 -0.8184 0.47 -1.31 1.05 0.07
H -1.4814 -1.2432 0.5855 -0.03 0.23 -0.04 0.11
H -1.3788 -2.6677 3.9437 -0.06 -0.19 0.07 0.09
H -3.8619 -3.0933 0.1867 -0.31 0.56 -0.20 0.13
H 5.7381 3.0418 5.2630 -0.36 0.72 0.16 0.10
H -2.8419 0.6844 0.3091 0.22 -0.06 -0.11 0.08
H -1.1414 1.5525 2.0590 -0.55 0.36 -0.27 0.12
H 2.6959 -1.4495 -7.5555 -0.19 0.40 -0.71 0.12
H 7.0045 -2.0223 -3.1870 -0.18 -0.03 -0.19 0.12
H -3.9355 -7.1149 11.9843 0.78 -0.70 -0.12 0.07
H -2.4495 4.0418 6.6231 0.07 0.41 0.25 0.10
H 2.6021 -1.8268 -3.0011 -0.10 -0.48 -0.17 0.06
H -1.5057 5.9191 -1.4698 -0.42 -0.38 -0.52 0.13
H 1.6328 -3.1750 -2.2716 0.12 -0.12 -0.31 0.07
H -1.5393 0.7113 7.9606 -0.15 -0.07 -0.02 0.08
H 1.2112 -1.6293 -4.5496 0.72 0.14 -0.03 0.05
H 7.0126 1.5114 -0.0709 -0.41 -0.30 -0.32 0.07
H 4.4115 1.5458 2.3742 -0.07 0.09 0.28 0.10
H 0.4492 6.2790 3.4961 0.01 -0.83 0.27 0.13
H -0.5373 -4.9670 0.4350 -0.34 -0.23 0.56 0.11
H 3.6522 3.6070 -3.3896 -0.86 0.53 -0.34 0.08
H 2.9670 -7.6782 -1.3896 -0.35 -0.36 0.37 0.12
H 0.9439 5.1134 1.6085 0.72 0.61 -0.15 0.07
H 1.7384 -1.9910 1.3774 0.68 -0.49 0.05 0.11
H -0.4492 1.2388 -9.2007 0.41 -0.07 -0.06 0.08
H -2.7370 2.2686 -4.9102 -0.15 -0.42 0.03 0.10
H -1.3602 -1.9421 -2.3996 0.06 0.34 0.11 0.07
H -0.6005 2.8019 -8.2520 0.06 -0.74 -0.24 0.10
H -1.5531 -5.7293 -1.9598 -0.14 0.16 -0.54 0.10
H -0.6581 2.7133 -6.0280 -0.14 -0.28 0.13 0.13
H 5.6781 2.0108 -2.2464 0.08 -0.88 -0.24 0.11
H -2.0307 4.7173 -4.2364 -0.30 0.04 -0.43 0.12
H -4.7741 -2.9998 10.2281 0.39 -0.82 0.36 0.13
H -3.5673 -4.0153 12.3320 -0.39 0.39 1.01 0.11
H 0.1659 -6.8453 -6.0680 0.81 0.27 -0.45 0.06
H 3.0144 -0.7042 -5.9207 -0.12 -0.15 -0.80 0.13
H 7.1326 -1.7091 -5.6400 1.16 0.24 -0.42 0.11
H 3.8345 -6.4437 -3.2127 -0.13 0.19 -0.09 0.11
H 1.7727 1.4247 -2.3985 0.13 -0.08 0.03 0.08
H -1.7706 1.5167 5.8022 -0.21 0.24 0.36 0.06
H 1.2377 1.0505 6.0821 0.31 0.14 0.41 0.11
H -1.1329 5.5964 3.9802 -0.15 0.25 -0.34 0.12
H 7.8030 5.0765 -2.4096 0.07 -0.47 0.22 0.10
H -6.7842 2.2329 -3.2344 0.14 -0.50 0.23 0.10
H -5.8510 5.4568 6.5391 0.54 -0.63 -0.17 0.09
H -2.1298 3.0387 1.9335 0.05 -0.43 -0.08 0.10
H -2.3119 -5.1612 -6.5398 -0.28 -0.19 -0.52 0.12
H -4.3462 -0.9036 1.5219 0.22 -0.31 -1.50 0.14
H 5.1219 -1.1140 -7.1999 0.27 0.72 -0.53 0.11
H -2.7356 0.0041 -6.7166 0.02 -0.27 0.30 0.10
H -6.9830 -5.5803 -2.2859 -0.01 -0.22 -0.31 0.09
H 1.8669 0.2515 -3.7600 0.10 0.16 0.13 0.07
H 6.6627 1.6292 1.6676 -0.43 0.05 -0.63 0.10
H 4.8136 5.9098 5.4371 0.23 0.72 0.70 0.12
H 0.1566 4.9738 -3.7458 0.25 0.11 -0.11 0.10
H 3.5988 -8.1167 -3.6813 -0.24 0.03 0.21 0.12
H 6.0807 0.2373 -2.0555 -0.30 0.55 -0.01 0.13
H 2.6967 0.2243 6.7608 -0.36 0.20 -0.15 0.13
H -5.3822 2.8664 -2.4383 0.24 -0.24 -0.02 0.07
H 1.3239 -6.4237 0.4561 0.26 0.13 -1.49 0.15
H -1.8497 -3.1250 8.5613 0.15 -0.17 0.40 0.11
H -2.1814 3.7766 -2.7716 -0.41 -0.69 0.39 0.09
H -2.4902 1.4907 -2.2547 0.69 -0.37 0.36 0.14
H -3.0452 2.3661 -6.5835 0.01 0.37 -0.67 0.11
H -4.5075 -6.2045 13.4012 -0.22 -0.15 -0.20 0.09
H -4.2151 5.8249 2.0775 -0.01 -0.88 0.24 0.08
H 2.6473 6.1178 4.4601 -0.43 0.00 -0.33 0.11
H -3.5560 3.6259 7.8569 -0.63 -0.11 0.51 0.12
H 2.3204 -0.4305 3.2425 0.26 0.32 0.05 0.04
H 0.5013 3.4123 1.4156 0.26 -0.34 -0.33 0.05
H -8.0308 1.5087 1.7642 0.14 0.25 -0.51 0.09
H -2.8450 4.8814 0.2454 -0.28 0.40 0.05 0.08
H -5.8275 1.2131 -2.0952 0.09 -0.73 0.08 0.05
H -7.1372 1.4944 3.1916 0.62 -0.47 0.20 0.09
H 7.9496 -3.2567 -4.0210 0.29 -0.13 0.34 0.12
H -3.7952 2.9091 -0.2121 0.15 0.06 0.15 0.05
H 6.2836 4.5988 4.5611 0.33 0.55 -0.02 0.08
H 3.6830 0.4291 -1.9732 0.11 0.02 0.31 0.10
H -3.2735 5.6646 8.4838 0.13 0.16 0.91 0.07
H -0.7469 -1.1947 3.1975 -0.22 -0.17 -0.25 0.07
H 6.2891 -3.1946 -1.2843 0.20 -0.02 -0.28 0.10
H -7.2290 0.3046 -0.2034 0.19 0.09 -0.11 0.13
H 3.9911 2.9507 1.3354 -0.08 -0.34 0.25 0.13
H -0.7587 4.6478 1.4497 0.61 -0.07 0.24 0.09
H -3.1133 -1.6651 10.2080 0.44 -0.05 -0.19 0.11
H -0.4052 4.1951 5.5830 0.52 0.53 0.20 0.11
H 1.9231 1.5840 1.7885 0.08 0.41 -0.11 0.12
H 2.5970 4.6023 0.3165 0.61 -0.42 -0.14 0.10
H 3.4166 -3.3455 -2.5089 -0.09 -0.04 -0.03 0.09
H 3.8453 0.6593 4.5673 0.00 0.12 0.41 0.12
H -3.1074 5.8423 -2.3022 0.04 0.36 0.00 0.11
H -3.1136 -1.8640 -0.9754 -0.39 -0.72 0.48 0.11
H 4.3874 4.8105 -1.3564 0.24 0.26 -0.15 0.12
H -0.9326 1.1472 4.3194 0.40 -0.07 -0.21 0.07
H 0.9749 -4.2169 0.1603 0.26 0.24 -0.41 0.12
H 0.0225 -6.9494 -0.5557 -0.08 -0.19 -0.26 0.12
H 7.9597 1.4055 -5.1734 -0.21 -0.06 -0.32 0.11
H -1.6271 -3.0354 -4.5547 0.21 0.11 0.38 0.10
H -4.3922 5.7058 -0.2546 0.41 -0.56 0.26 0.12
H -2.2018 0.0152 4.9035 0.32 0.65 0.07 0.10
H -5.5007 4.6659 1.8348 -0.35 -0.29 -0.16 0.06
H 6.5397 -3.3819 -5.8555 0.01 -0.44 -0.82 0.11
H -1.2353 3.0575 -0.5666 -0.12 -0.89 -0.04 0.11
H 7.2911 3.5364 -4.1528 0.15 0.29 -0.26 0.12
H -6.1408 -4.0784 -4.1258 0.12 0.60 0.54 0.14
H -1.4648 -2.9723 0.4303 -0.12 -0.12 0.28 0.10
H -6.9556 -4.1168 -1.2810 0.09 0.32 -0.64 0.09
H -3.1677 -4.7095 -3.8420 -0.37 -0.09 -0.47 0.09
H 3.7877 -0.5475 1.2406 -0.58 0.14 -0.37 0.14
H -3.1086 0.2653 2.8716 0.14 -0.04 -0.67 0.11
H 8.4267 0.7444 -3.6667 -0.24 -0.20 0.52 0.12
H 0.9107 -5.8589 -2.4402 0.30 0.01 -0.57 0.10
H 5.6500 3.2359 3.5599 0.26 0.63 0.25 0.07
H 1.5039 -8.1699 -2.3878 0.14 -0.41 0.39 0.12
H -3.8923 4.0533 2.3195 0.00 -0.06 0.19 0.04
H -4.9961 -0.4631 -4.0239 -0.17 0.44 0.35 0.09
H -6.0826 -1.8389 -0.0845 0.61 0.09 0.22 0.12
H -4.5282 -2.3188 -4.7731 0.07 -0.14 0.22 0.10
H -0.3372 -2.7753 2.4588 -0.40 0.22 0.60 0.09
H 9.0272 3.0085 -3.8868 0.39 0.56 -0.37 0.11
H 6.2961 2.9715 0.5677 -0.03 0.33 -0.01 0.08
H 1.6270 -5.2498 -5.7053 0.11 -0.34 -0.35 0.06
H -3.7032 -4.1738 9.3649 -0.26 0.64 0.31 0.12
H -1.5447 -7.1334 -6.1736 -0.06 -0.26 0.03 0.09
H 2.1971 5.7293 -0.8102 -0.09 0.75 -0.87 0.12
H -1.1314 -3.8265 10.0714 0.07 -0.72 -0.07 0.11
H -4.3609 3.2858 5.4744 0.31 0.07 -0.10 0.11
H 0.0862 5.7988 6.1767 -0.24 0.19 -0.52 0.13
H 3.4107 -5.4391 -5.4482 0.01 0.19 -0.18 0.09
H 4.7668 -2.8428 -7.1507 -0.06 0.68 0.39 0.14
H 4.1546 4.5587 6.4811 0.49 -0.03 0.62 0.12
```
Positions in Å, forces in eV/Å.

The highest occupied orbital energy is -8.60 eV.